{"formula": "C21H38AuN7O4P", "method": "the ωB97M-V functional and the def2-TZVPD basis", "species": ["Au", "O", "C", "N", "C", "C", "C", "C", "C", "C", "C", "C", "H", "H", "H", "H", "H", "H", "H", "H", "H", "H", "H", "H", "H", "C", "C", "N", "C", "C", "N", "C", "C", "H", "H", "H", "H", "H", "H", "H", "H", "H", "H", "H", "H", "H", "C", "N", "C", "N", "C", "N", "C", "P", "C", "C", "H", "H", "H", "H", "H", "H", "H", "H", "H", "H", "H", "H", "O", "N", "O", "O"], "coordinates": [[0.006, 0.000, 0.065], [1.949, 0.001, 0.146], [0.435, 3.479, 1.367], [1.615, 3.178, 2.224], [1.489, 3.824, 3.559], [1.974, 1.706, 2.296], [0.940, 0.813, 2.910], [0.965, 0.647, 4.297], [0.042, -0.152, 4.945], [-0.930, -0.799, 4.209], [-0.965, -0.659, 2.826], [-0.029, 0.133, 2.150], [0.386, 4.558, 1.232], [-0.464, 3.120, 1.860], [0.576, 2.994, 0.408], [2.414, 3.614, 1.766], [0.593, 3.452, 4.047], [1.419, 4.900, 3.412], [2.377, 3.593, 4.142], [2.905, 1.665, 2.864], [2.205, 1.357, 1.275], [1.727, 1.139, 4.891], [0.079, -0.272, 6.020], [-1.663, -1.421, 4.710], [-1.740, -1.139, 2.292], [-3.650, -2.817, 0.205], [-2.743, -1.565, 0.177], [-1.310, -1.914, 0.037], [-1.174, -2.687, -1.206], [-2.036, -3.962, -1.224], [-2.781, -4.040, 0.072], [-1.776, -4.091, 1.197], [-0.904, -2.816, 1.147], [-4.352, -2.840, -0.627], [-4.189, -2.907, 1.146], [-2.899, -0.991, 1.082], [-3.031, -0.902, -0.639], [-0.126, -2.948, -1.348], [-1.442, -2.055, -2.051], [-1.434, -4.866, -1.302], [-2.779, -3.946, -2.020], [-3.363, -4.875, 0.091], [-1.192, -4.997, 1.046], [-2.339, -4.166, 2.127], [0.148, -3.084, 1.040], [-0.949, -2.244, 2.107], [1.212, 1.815, -4.775], [1.768, 1.968, -3.442], [2.930, 1.095, -3.287], [2.584, -0.299, -3.554], [2.020, -0.427, -4.882], [0.844, 0.424, -5.046], [-0.308, -0.026, -4.282], [0.139, 0.061, -2.479], [0.762, 1.795, -2.394], [1.733, -0.883, -2.522], [1.945, 2.141, -5.516], [0.351, 2.474, -4.911], [3.364, 1.201, -2.292], [3.711, 1.410, -3.982], [1.771, -1.469, -5.098], [2.770, -0.150, -5.627], [-0.580, -1.044, -4.573], [-1.174, 0.603, -4.497], [1.190, 1.990, -1.414], [-0.049, 2.515, -2.536], [1.562, -1.943, -2.744], [2.218, -0.830, -1.545], [-2.223, 3.378, -1.116], [-2.180, 2.695, -0.096], [-2.895, 2.921, 0.879], [-1.339, 1.728, -0.036]], "total_charge": 1, "total_energy_ha": -1983.660096, "lumo_energy_ha": [-0.110, -0.111], "homo_lumo_gap_ev": [6.629, 6.632]}

***

{"formula": "C3H2N2S3", "method": "the ωB97M-V functional and the def2-TZVPD basis", "species": ["N", "C", "C", "N", "S", "S", "C", "S", "H", "H"], "coordinates": [[-1.170, -0.619, 2.979], [-0.812, -0.485, 1.899], [-0.396, -0.285, 0.536], [-0.470, 0.833, -0.024], [-1.307, 2.084, 0.736], [0.471, -1.699, -0.138], [1.215, -1.021, -1.610], [1.989, -2.054, -2.581], [-0.639, 3.233, 0.074], [1.119, 0.012, -1.871]], "total_charge": 0, "total_energy_ha": -1419.507447, "smiles": "N#C/C(=N\\S)SC=S", "lumo_energy_ha": -0.043, "homo_lumo_gap_ev": 8.129}

***

{"formula": "H3N3O2", "method": "the ωB97M-V functional and the def2-TZVPD basis", "species": ["N", "N", "O", "N", "O", "H", "H", "H"], "coordinates": [[1.345, 0.321, 0.152], [0.138, -0.249, 0.092], [-0.844, 0.545, -0.997], [-0.478, -0.895, 0.965], [-1.700, -1.037, 0.856], [1.256, 1.293, 0.390], [1.815, 0.055, -0.696], [-1.532, -0.032, -0.761]], "total_charge": 0, "total_energy_ha": -316.358681, "smiles": "NN(O)N=O", "lumo_energy_ha": 0.008, "homo_lumo_gap_ev": 10.282}

***

{"formula": "C40H72Cl8N8", "method": "the ωB97M-V functional and the def2-TZVPD basis", "species": ["C", "C", "C", "C", "N", "H", "H", "H", "H", "H", "H", "H", "C", "C", "C", "C", "N", "H", "H", "H", "H", "H", "H", "H", "C", "C", "C", "C", "N", "H", "H", "H", "H", "H", "H", "H", "C", "C", "C", "C", "N", "H", "H", "H", "H", "H", "H", "H", "C", "C", "C", "C", "N", "H", "H", "H", "H", "H", "H", "H", "C", "C", "C", "C", "N", "H", "H", "H", "H", "H", "H", "H", "C", "C", "C", "C", "N", "H", "H", "H", "H", "H", "H", "H", "C", "C", "C", "C", "N", "H", "H", "H", "H", "H", "H", "H", "Cl", "C", "C", "Cl", "H", "H", "H", "H", "Cl", "C", "C", "Cl", "H", "H", "H", "H", "Cl", "C", "C", "Cl", "H", "H", "H", "H", "Cl", "C", "C", "Cl", "H", "H", "H", "H"], "coordinates": [[13.506, 0.974, 31.484], [14.867, 0.635, 30.806], [14.989, -0.732, 30.140], [14.662, -1.854, 31.049], [14.522, -2.689, 31.790], [12.748, 0.686, 30.756], [13.379, 2.005, 31.814], [13.333, 0.312, 32.333], [15.560, 0.673, 31.647], [15.069, 1.438, 30.098], [15.908, -0.960, 29.600], [14.306, -0.750, 29.290], [8.102, 2.208, 34.394], [8.229, 2.314, 32.871], [6.918, 2.949, 32.276], [6.584, 4.357, 32.605], [6.285, 5.470, 32.915], [7.170, 1.956, 34.900], [8.289, 3.211, 34.776], [8.927, 1.656, 34.844], [8.187, 1.316, 32.434], [9.194, 2.736, 32.591], [6.010, 2.481, 32.657], [6.829, 2.899, 31.191], [8.916, -5.457, 33.102], [10.100, -5.859, 32.179], [11.294, -6.354, 33.007], [11.638, -5.903, 34.408], [11.904, -5.553, 35.498], [9.234, -5.224, 34.119], [8.238, -6.285, 33.309], [8.293, -4.684, 32.651], [10.452, -5.084, 31.498], [9.757, -6.573, 31.430], [12.173, -5.967, 32.491], [11.356, -7.439, 32.919], [8.992, -2.423, 31.024], [9.746, -1.405, 30.247], [11.023, -2.059, 29.625], [10.821, -3.254, 28.747], [10.680, -4.112, 27.997], [8.673, -3.319, 30.491], [8.111, -1.930, 31.436], [9.536, -2.625, 31.946], [10.013, -0.551, 30.870], [9.228, -0.893, 29.435], [11.704, -2.558, 30.315], [11.646, -1.400, 29.020], [8.108, 2.074, 38.113], [7.914, 0.571, 38.354], [7.310, 0.144, 39.795], [7.921, 0.775, 40.950], [8.373, 1.372, 41.869], [8.775, 2.542, 38.837], [7.214, 2.691, 38.020], [8.595, 2.395, 37.192], [8.918, 0.169, 38.216], [7.293, 0.227, 37.528], [7.352, -0.929, 39.981], [6.258, 0.430, 39.787], [9.722, -5.470, 38.210], [9.852, -6.775, 38.956], [10.376, -7.914, 37.949], [9.577, -8.031, 36.744], [8.919, -8.175, 35.776], [9.372, -4.603, 38.771], [8.986, -5.659, 37.428], [10.636, -5.255, 37.655], [8.835, -7.034, 39.248], [10.378, -6.839, 39.909], [10.662, -8.852, 38.425], [11.296, -7.596, 37.458], [10.662, -0.602, 33.938], [9.619, -1.327, 34.870], [10.210, -2.554, 35.697], [10.905, -2.157, 36.905], [11.558, -1.849, 37.802], [11.430, -0.074, 34.504], [10.317, 0.226, 33.319], [11.196, -1.344, 33.345], [8.834, -1.747, 34.242], [9.212, -0.699, 35.663], [10.862, -3.163, 35.070], [9.330, -3.149, 35.939], [13.853, 0.300, 40.119], [12.675, 1.193, 40.679], [11.408, 1.336, 39.752], [11.687, 1.693, 38.329], [11.858, 1.854, 37.163], [14.770, 0.323, 40.707], [14.204, 0.535, 39.114], [13.431, -0.700, 40.221], [13.115, 2.143, 40.984], [12.436, 0.804, 41.669], [10.743, 2.073, 40.202], [10.996, 0.348, 39.542], [17.027, -0.459, 35.590], [15.396, -0.840, 34.885], [14.695, -2.011, 35.634], [14.377, -1.527, 37.308], [15.367, -0.987, 33.805], [14.802, 0.063, 35.026], [15.244, -2.947, 35.734], [13.689, -2.178, 35.248], [5.397, -0.645, 32.205], [4.231, -0.873, 33.489], [4.973, -0.875, 34.822], [6.068, -2.262, 34.821], [3.663, -1.763, 33.219], [3.600, 0.009, 33.378], [4.211, -1.025, 35.588], [5.440, 0.047, 35.168], [9.712, -2.811, 41.368], [11.556, -2.490, 41.485], [12.240, -3.470, 42.449], [12.254, -5.108, 41.803], [11.707, -1.487, 41.884], [12.040, -2.522, 40.509], [11.766, -3.536, 43.429], [13.258, -3.092, 42.538], [16.404, -5.528, 39.324], [15.196, -4.251, 39.392], [13.904, -4.703, 38.548], [13.534, -6.405, 39.034], [15.560, -3.280, 39.059], [15.015, -4.084, 40.454], [14.016, -4.678, 37.464], [13.049, -4.077, 38.806]], "total_charge": 0, "total_energy_ha": -5686.745811, "smiles": "CCCC#N.CCCC#N.CCCC#N.CCCC#N.CCCC#N.CCCC#N.CCCC#N.CCCC#N.ClCCCl.ClCCCl.ClCCCl.ClCCCl", "lumo_energy_ha": 0.004, "homo_lumo_gap_ev": 10.177}

***

{"formula": "C3H7N4", "method": "the ωB97M-V functional and the def2-TZVPD basis", "species": ["C", "C", "C", "N", "N", "N", "N", "H", "H", "H", "H", "H", "H", "H"], "coordinates": [[0.186, 1.067, -2.828], [-0.078, 0.267, -0.656], [-0.467, 0.338, 0.546], [0.561, -0.154, -3.084], [0.903, -1.092, -2.420], [0.604, -0.873, -1.112], [-0.189, -0.719, 1.642], [1.067, 1.689, -2.769], [-0.675, 1.588, -3.233], [-0.937, 1.219, 0.964], [0.644, -1.868, -0.630], [0.344, -0.341, 2.436], [0.393, -1.366, 1.126], [-0.988, -1.085, 2.144]], "total_charge": 1, "total_energy_ha": -337.073454, "lumo_energy_ha": -0.145, "homo_lumo_gap_ev": 9.443}

***

{"formula": "C10H18IN2S", "method": "the ωB97M-V functional and the def2-TZVPD basis", "species": ["C", "S", "C", "N", "C", "N", "C", "I", "C", "C", "C", "C", "C", "C", "H", "H", "H", "H", "H", "H", "H", "H", "H", "H", "H", "H", "H", "H", "H", "H", "H", "H"], "coordinates": [[3.140, -0.277, -1.832], [2.695, 0.406, -0.158], [1.436, -0.950, 0.334], [0.144, -0.491, -0.023], [-0.594, 0.297, 0.646], [-0.068, 1.037, 1.642], [-1.892, 0.769, 0.170], [-3.173, -0.993, -0.091], [-2.316, 2.041, 0.012], [-3.685, 2.384, -0.340], [-1.287, 3.111, -0.083], [1.530, -1.874, 1.570], [1.828, -2.460, 0.259], [0.768, -3.436, -0.313], [3.971, -1.066, -1.488], [3.679, 0.338, -2.612], [2.181, -0.759, -2.272], [-0.281, -0.849, -0.871], [-0.653, 1.586, 2.196], [0.759, 0.796, 2.153], [-3.868, 3.466, -0.357], [-4.279, 1.828, 0.392], [-4.084, 1.907, -1.267], [-1.054, 3.212, -1.123], [-1.688, 4.117, 0.097], [-0.512, 3.013, 0.583], [0.619, -2.057, 2.036], [2.281, -1.649, 2.223], [2.900, -2.588, 0.114], [-0.123, -3.460, 0.197], [1.190, -4.344, -0.465], [0.437, -3.055, -1.330]], "total_charge": 1, "total_energy_ha": -1196.904681, "smiles": "CS[C@]1(/[NH+]=C(\\N)C(I)=C(C)C)C[C@H]1C", "lumo_energy_ha": -0.137, "homo_lumo_gap_ev": 8.432}

***

{"formula": "C3H3F2NO", "method": "the ωB97M-V functional and the def2-TZVPD basis", "species": ["C", "C", "C", "H", "H", "H", "N", "O", "F", "F"], "coordinates": [[0.447, 0.964, -0.199], [-0.938, 0.458, -0.129], [-1.325, -0.751, -0.148], [2.893, -1.114, 0.924], [0.483, 1.997, -0.191], [-0.639, -1.520, -0.657], [1.657, 0.485, -0.061], [1.839, -0.913, 0.131], [-1.776, 1.449, 0.248], [-2.642, -1.054, 0.082]], "total_charge": 0, "total_energy_ha": -445.653990, "lumo_energy_ha": -0.011, "homo_lumo_gap_ev": 9.460}

***

What is the formula in the sixth record? C10H18IN2S